# 1
Here is a cluster of 2 separate species, C6H7O5P in total from the Open Molecules 2025 dataset. Energies are from wB97M-V/def2-TZVPD.

Positions of all 19 atoms, in Å:
C 0.0371 1.1798 -1.8663
C 1.1225 -1.5940 1.3492
C 0.5744 1.6255 -0.4829
C 1.8379 1.7665 -0.5080
C 0.6415 -1.3417 0.2543
C -0.4489 1.7006 0.6646
O 0.3923 -0.0998 -2.2272
O -0.3863 -2.4700 -2.1110
O 1.7655 -1.5445 2.3943
O -1.7468 -0.6753 -0.8955
O 2.9251 1.9463 -0.9388
P -0.4347 -1.2277 -1.2238
H 0.4344 1.9310 -2.5927
H -1.0460 1.2601 -1.7470
H -1.8073 -4.0036 3.8450
H -0.2721 0.8616 1.4033
H -0.3471 2.6497 1.2401
H -1.3206 1.5387 0.1560
H -1.9207 -3.5032 3.2864

Properties
* highest occupied orbital energy: 0.443 eV
* charge: -2
* energy above the lowest of the compared OMol25 structures with the same formula, charge and spin: 55.3 kcal/mol

Mulliken atomic charge list, values in e, 4 entries:
1. C -0.963
2. C 1.489
3. C 0.124
4. C 0.907

***

# 2
Here is a cluster of 2 separate species, C4H10OS in total from the Open Molecules 2025 dataset. Energies are from wB97M-V/def2-TZVPD.

Positions of all 16 atoms, in Å:
C 1.9725 -1.8071 0.5517
S 3.0151 -2.1977 -0.8997
H 0.9306 -1.9620 0.3121
H 2.2436 -2.5715 1.2807
H 2.1876 -0.8288 0.9650
H 2.5141 -1.2976 -1.7740
C -0.3715 0.2249 -0.8860
C -1.2128 0.6984 0.0261
O -1.5477 -0.0680 1.1241
C -1.7375 2.0994 0.0820
H 0.1095 0.9029 -1.5749
H -0.1594 -0.8276 -0.9543
H -2.3691 0.2665 1.4472
H -1.4127 2.6506 -0.7984
H -2.8283 2.1200 0.1305
H -1.3341 2.5977 0.9680

Properties
* highest occupied orbital energy: -8.907 eV
* energy above the lowest of the compared OMol25 structures with the same formula, charge and spin: 21.6 kcal/mol

Mulliken atomic charge list, values in e, 4 entries:
1. C -0.685
2. S -0.199
3. H 0.187
4. H 0.334

***

# 3
Here is an isolated molecule of C3H5FN2S from the Open Molecules 2025 dataset. Energies are from wB97M-V/def2-TZVPD.

Positions of all 12 atoms, in Å:
C -1.2852 -0.8345 -0.0738
C -0.9860 0.3665 0.7959
C 1.8054 0.0432 -0.4056
H -0.7220 -0.7527 -1.0361
H -0.9868 -1.7233 0.4994
H -1.7031 0.5998 1.5559
H 1.1393 1.9500 -0.8073
H 2.6785 0.3747 -1.0113
N -0.0528 1.2360 0.6942
N 0.9236 1.0506 -0.3363
F -2.6384 -0.9357 -0.2727
S 1.8275 -1.3744 0.3976

Properties
* highest occupied orbital energy: -8.787 eV
* energy above the lowest of the compared OMol25 structures with the same formula, charge and spin: 34.2 kcal/mol

Mulliken atomic charge list, values in e, 4 entries:
1. C -0.343
2. C 0.082
3. C -0.088
4. H 0.290

***

# 4
Here is an isolated molecule of C5H4N2O from the Open Molecules 2025 dataset. Energies are from wB97M-V/def2-TZVPD.

Positions of all 12 atoms, in Å:
C -0.0293 1.1769 -0.4504
C -1.0481 0.1854 -0.9260
C -1.1488 -1.1261 -0.6764
C -0.3048 -1.8204 0.2985
C 1.1506 -0.1633 1.1986
H -1.6886 0.7424 -1.6091
H -1.8781 -1.6619 -1.2061
H -0.5937 -2.8648 0.5154
H 1.9726 -0.1187 1.8822
N 0.6031 -1.4227 1.1371
N 0.9401 0.9258 0.5757
O -0.0416 2.2334 -1.0298

Properties
* highest occupied orbital energy: -9.898 eV
* energy above the lowest of the compared OMol25 structures with the same formula, charge and spin: 29.7 kcal/mol

Mulliken atomic charge list, values in e, 4 entries:
1. C 0.405
2. C -0.153
3. C -0.394
4. C 0.052

***

# 5
Here is an isolated molecule of C18H26N2O4 from the Open Molecules 2025 dataset. Energies are from wB97M-V/def2-TZVPD.

Positions of all 50 atoms, in Å:
C 1.3338 5.0565 -3.7915
O 1.2243 3.9334 -2.9552
C 2.2565 3.6713 -2.0796
C 3.3862 4.4525 -1.9359
C 4.3618 4.1079 -1.0086
C 4.2022 2.9835 -0.2267
C 3.0722 2.1927 -0.3628
C 2.0867 2.5142 -1.2878
N 0.9689 1.7301 -1.5228
C 0.4360 0.8419 -0.5334
H -0.3587 0.2543 -1.0002
H 1.2207 0.1554 -0.2057
C -0.1334 1.5836 0.7055
C -0.6003 0.5677 1.7062
O -1.7420 0.1820 1.8172
O 0.4191 0.0986 2.4219
C 0.1713 -0.9275 3.3834
H 1.0061 -0.8832 4.0833
H -0.7773 -0.7340 3.8954
C 0.1429 -2.3199 2.7195
O 1.0458 -3.1157 2.8596
N -0.9657 -2.5297 1.9978
H -1.6522 -1.7894 1.9252
C -1.1730 -3.7040 1.1755
C -2.5271 -4.3462 1.4890
C -3.6917 -3.4748 1.0233
C -3.5712 -3.1693 -0.4663
C -2.2476 -2.4682 -0.7559
C -1.0763 -3.3412 -0.3115
H -1.0738 -4.2653 -0.8926
H -0.1298 -2.8275 -0.4941
H -2.1607 -2.2615 -1.8249
H -2.2246 -1.5110 -0.2302
H -4.4034 -2.5386 -0.7845
H -3.6198 -4.1016 -1.0340
H -4.6321 -3.9927 1.2224
H -3.7079 -2.5380 1.5840
H -2.5991 -4.5278 2.5629
H -2.5739 -5.3113 0.9809
H -0.3648 -4.3961 1.4362
H 0.6585 2.1956 1.1371
H -0.9734 2.2104 0.4056
H 0.2782 2.2149 -2.0786
H 2.9671 1.3159 0.2558
H 4.9552 2.7128 0.4977
H 5.2391 4.7279 -0.9067
H 3.5230 5.3381 -2.5361
H 1.3864 5.9859 -3.2146
H 2.2079 4.9857 -4.4467
H 0.4295 5.0615 -4.3988

Properties
* highest occupied orbital energy: -7.743 eV
* energy above the lowest of the compared OMol25 structures with the same formula, charge and spin: 3.7 kcal/mol

Mulliken atomic charge list, values in e, 4 entries:
1. C -0.945
2. O -0.444
3. C 1.011
4. C -0.516

***

# 6
Here is an isolated molecule of C4H4BrPS from the Open Molecules 2025 dataset. Energies are from wB97M-V/def2-TZVPD.

Positions of all 11 atoms, in Å:
C 0.0286 0.9254 -0.2410
C -1.1381 1.0649 0.7760
C 1.0783 -0.0319 0.0512
C -1.4371 0.5654 -0.4139
P 0.4740 -1.3609 1.1874
S 2.5699 -0.1374 -0.5200
Br -2.6206 -0.1611 -1.7053
H 0.2380 1.8196 -0.7132
H -1.4089 1.1995 1.7523
H 0.2093 -0.3610 2.1331
H 1.7684 -1.8980 1.7550

Properties
* highest occupied orbital energy (spin up / spin down): -6.510 / -9.455 eV
* 2S+1: 3

Mulliken atomic charge list, values in e, 4 entries:
1. C -0.496
2. C -0.579
3. C 0.351
4. C 0.042

***

# 7
Here is a cluster of 2 separate species, C2H6IOP in total from the Open Molecules 2025 dataset. Energies are from wB97M-V/def2-TZVPD.

Positions of all 11 atoms, in Å:
C -1.5258 0.6116 -0.3714
C 1.6822 -1.7326 1.2548
O 2.9210 -1.4222 1.6598
P 0.2576 0.4919 -0.8168
I 0.1321 -1.7003 2.7051
H -1.6981 0.1664 0.6111
H -2.1155 0.0800 -1.1159
H -1.8284 1.6573 -0.3480
H 1.6535 -2.6242 0.6480
H 2.9246 -0.6471 2.2381
H 0.6814 1.3899 0.1787

Properties
* highest occupied orbital energy (spin up / spin down): -7.922 / -8.073 eV
* energy above the lowest of the compared OMol25 structures with the same formula, charge and spin: 100.6 kcal/mol

Mulliken atomic charge list, values in e, 4 entries:
1. C -0.715
2. C -0.361
3. O -0.417
4. P 0.020

***

| no. | F_max (eV Å⁻¹) |
| --- | --- |
| 1 | 5.00 |
| 2 | 1.16 |
| 3 | 1.33 |
| 4 | 2.22 |
| 5 | 0.74 |
| 6 | 4.75 |
| 7 | 0.54 |